--- i ---
Density functional theory data (wB97M-V/def2-TZVPD) for a cluster of 2 separate species, C4H4N2 in total.

Each line ends with the Löwdin charge.
Element x y z (Å)
N -1.15753 -0.75059 -0.38532  0.16
N -0.79317 1.89880 -1.08898  -0.17
C 1.07642 -0.29648 0.32766  -0.12
C -0.28159 -0.61276 0.56466  -0.15
C -0.71883 1.91066 0.08683  -0.35
C 2.26611 -0.16057 0.19489  0.20
H 3.31175 0.00671 0.04541  0.06
H -0.55769 -0.93010 1.56819  0.14
H -2.11377 -0.96247 -0.12972  0.14
H -1.03170 -0.10321 -1.18363  0.09

HOMO in eV: -8.9125
LUMO energy in eV: -1.70

--- ii ---
Density functional theory data (wB97M-V/def2-TZVPD) for a structure of composition C4H4N2.

Each line ends with the Löwdin charge.
Element x y z (Å)
N 0.51491 0.76200 -0.57450  0.05
N -0.09463 -0.18149 0.22383  -0.28
C 1.78225 -0.31073 0.53539  0.10
C -1.62698 -0.33372 0.07525  0.01
C 1.81563 0.71492 -0.35620  -0.15
C 0.66931 -0.98904 0.92234  -0.09
H -2.08513 -0.00651 1.03134  0.09
H -1.81589 -1.39856 -0.22478  0.09
H 2.49128 1.32092 -0.89468  0.10
H -1.65074 0.42222 -0.73799  0.08

HOMO (alpha / beta) in eV: -9.2938 / -9.2944
LUMO energy (alpha / beta) in eV: -1.57 / -1.57

--- iii ---
Density functional theory data (wB97M-V/def2-TZVPD) for the molecule C4H4N2.

Each line ends with the Löwdin charge.
Element x y z (Å)
N -0.85174 0.99557 -0.68572  0.06
N -0.90885 -0.72678 0.94573  0.07
C 0.39739 -0.92754 0.75122  -0.14
C 1.14844 -0.19314 -0.15691  -0.05
C 0.45336 0.76787 -0.85553  -0.14
C -1.46750 0.23255 0.21052  -0.22
H 0.85769 -1.71164 1.35132  0.11
H 2.20522 -0.36838 -0.30117  0.10
H -2.53215 0.40981 0.35537  0.11
H 0.69814 1.52167 -1.61483  0.11

HOMO in eV: -9.8417
SMILES: c1cncnc1
LUMO energy in eV: 0.78

Tell me which of them is the least stable. Sure, it is ii.

--- i ---
Density functional theory data (wB97M-V/def2-TZVPD) for a cluster of 4 separate species, C4H14NO3 in total.

Each line ends with the Löwdin charge.
Element x y z (Å)
O 0.61387 0.06656 0.99474  0.10
O -1.16975 1.99003 1.50827  -0.05
O 2.39135 -1.97805 2.06093  -0.02
N 1.89480 -1.90069 -0.49891  0.27
C 2.01303 -0.65573 -0.75571  0.06
C -2.05232 -0.03634 -1.34162  -0.16
C 1.45036 0.33602 0.18601  -0.16
C -2.71811 1.33583 -1.13089  -0.16
H 1.76810 -1.24026 2.05089  0.04
H -3.66105 1.41187 -1.67096  0.07
H -1.15526 0.03682 -0.72738  0.01
H 2.20449 -2.22909 0.44629  0.12
H 1.80325 1.37302 0.10412  0.16
H 2.70991 -0.31120 -1.52308  0.17
H -1.76258 -0.20206 -2.38140  0.06
H -2.85166 1.53980 -0.07587  0.04
H -0.50569 1.28868 1.60046  -0.01
H -2.70388 -0.86327 -1.06741  0.07
H 2.64725 -2.15848 2.96941  0.10
H 1.95198 -2.59124 -1.24610  0.18
H -2.04392 2.08217 -1.55527  0.07
H -0.82419 2.70560 2.05350  0.05

HOMO in eV: -14.1317
Total charge: +1
LUMO energy in eV: -7.70

--- ii ---
Density functional theory data (wB97M-V/def2-TZVPD) for a cluster of 3 separate species, C4H14NO3 in total.

Each line ends with the Löwdin charge.
Element x y z (Å)
O -2.24899 0.39920 -0.69059  0.03
O 0.13579 -0.62914 2.33983  -0.05
O 2.87185 0.48652 -1.74954  -0.05
N 0.35758 1.15608 0.36457  0.31
C 1.44034 -0.91022 -0.54860  0.00
C -1.16442 -0.48417 -0.44735  -0.15
C 2.81202 -0.23770 -0.53207  -0.21
C 0.27166 0.22340 -0.60593  -0.28
H -1.25126 -0.54641 0.62729  0.10
H 0.30386 0.21389 1.86792  -0.01
H 1.27985 -1.58153 -1.38878  0.15
H -7.07237 0.51988 1.32371  0.00
H 3.71653 0.56306 -2.20890  0.12
H 0.32589 0.51464 -1.67076  0.18
H -1.93326 1.21131 -0.27589  0.10
H -0.17465 -0.43019 3.23727  0.08
H -7.15798 1.00752 0.78104  0.00
H 3.59378 -0.97706 -0.40551  0.15
H 1.28243 -1.47641 0.38761  0.13
H -1.24158 -1.44391 -0.94397  0.14
H 1.04015 1.92058 0.27091  0.15
H 2.81279 0.50067 0.26775  0.12

HOMO in eV: -14.6956
Total charge: +1
LUMO energy in eV: -9.13

Tell me which of them is the least stable. Sure, it is ii.

--- i ---
Density functional theory data (wB97M-V/def2-TZVPD) for a structure of composition C7H9Cl.

Each line ends with the Löwdin charge.
Element x y z (Å)
Cl 2.34001 -0.40101 -0.06473  0.66
C 0.03602 0.91466 -1.06592  -0.12
C 0.65601 0.03676 0.01297  -0.86
C -1.65840 -0.35367 0.05940  -0.25
C 0.07479 1.01414 1.08619  -0.08
C -0.33258 -1.12680 0.17648  -0.14
C -1.06059 1.08266 0.01276  -0.22
C -2.94511 -0.67050 -0.09869  0.06
H -3.16294 -1.73854 -0.06397  0.06
H -0.33486 0.48612 -2.01925  0.13
H -0.19800 0.61556 2.08753  0.13
H -0.23609 -1.88300 -0.65061  0.14
H -0.11012 -1.68522 1.04922  0.10
H 0.53931 1.83726 -1.30422  0.11
H -1.83816 1.86337 -0.03846  0.14
H 0.63851 1.88762 1.18907  0.09
H -3.69873 0.05050 -0.24803  0.04

HOMO in eV: -9.5075
LUMO energy in eV: 0.94

--- ii ---
Density functional theory data (wB97M-V/def2-TZVPD) for the molecule C7H9Cl.

Each line ends with the Löwdin charge.
Element x y z (Å)
Cl -2.80789 -0.06206 0.06396  0.64
C -1.04983 2.56742 0.02730  -0.08
C 1.01910 0.92303 -0.18281  -0.05
C -0.19592 -1.10791 -0.10402  -0.31
C -0.29534 1.28222 -0.09800  -0.24
C -1.04931 -0.10647 -0.00287  -0.55
C -0.50716 -2.57278 0.11302  -0.05
C 1.16222 -0.52255 -0.05549  -0.17
H -1.63425 -2.89640 -0.25927  0.13
H 1.59975 -0.61430 0.87034  0.11
H 1.87185 -1.14536 -0.63976  0.14
H -0.49915 -2.83189 1.16728  0.07
H -1.59106 2.56622 0.92032  0.05
H -0.24870 3.34510 -0.09478  0.09
H -1.67962 2.86708 -0.84202  0.09
H 1.74812 1.69689 -0.05961  0.10
H 0.08562 -3.19044 -0.50912  0.05

HOMO in eV: -8.5501
SMILES: CC1=CCC(C)=C1Cl
LUMO energy in eV: 0.90

Tell me which of them is the least stable. Sure, it is ii.

--- i ---
Density functional theory data (wB97M-V/def2-TZVPD) for a cluster of 2 separate species, C4H14NO in total.

Each line ends with the Löwdin charge.
Element x y z (Å)
O -3.29240 -0.11178 0.33548  -0.06
N -0.23148 -0.07219 0.09152  0.06
C 1.61506 -0.76889 1.65381  -0.05
C 1.12896 0.92474 -2.00535  -0.04
C 0.73754 0.38129 1.08886  -0.23
C 0.62336 -0.46378 -1.23869  -0.05
H -4.13079 0.04910 -0.21735  0.11
H 1.69558 0.56320 -2.84744  0.07
H 1.53116 1.08037 0.66130  0.13
H 2.12001 -0.20276 2.47781  0.11
H 1.04732 -1.53604 2.18393  0.09
H 2.41079 -1.05650 1.02085  0.06
H -0.12263 -0.85409 -1.99243  0.13
H -0.77908 0.69105 -0.17542  0.12
H 0.48990 1.73812 -2.24525  0.06
H 1.43159 -1.17884 -1.17339  0.11
H 0.17795 1.15621 1.68360  0.15
H 1.89732 1.40803 -1.36319  0.07
H -0.77023 -0.84296 0.49320  0.16
H -3.66889 -0.05549 1.17749  0.00

HOMO in eV: -15.5580
Total charge: +1
LUMO energy in eV: -2.88

--- ii ---
Density functional theory data (wB97M-V/def2-TZVPD) for a cluster of 2 separate species, C4H14NO in total.

Each line ends with the Löwdin charge.
Element x y z (Å)
O -2.41756 0.61351 1.38152  -0.04
N 0.19738 -0.19427 0.70303  0.01
C 0.64926 -1.50479 1.29209  0.04
C 0.73458 1.63013 -0.85039  -0.04
C 0.09593 -0.67573 -1.73297  -0.02
C 0.78155 0.13960 -0.63506  -0.39
H 0.28832 -1.74148 -1.60327  0.08
H 1.11307 2.12902 0.04601  0.09
H 1.41919 1.97905 -1.62363  0.10
H 0.52137 -0.38426 -2.68149  0.10
H -0.97992 -0.49206 -1.68511  0.10
H -2.72336 1.50346 1.15675  0.07
H 0.89772 -2.11165 0.47048  0.08
H -0.83481 -0.22995 0.63790  0.12
H -3.21321 0.08882 1.50899  0.07
H -0.02810 -1.86675 2.05854  0.11
H -0.26662 2.01049 -1.02709  0.09
H 1.83602 -0.16609 -0.57967  0.16
H 0.34868 0.58721 1.33591  0.16
H 1.58050 -1.31426 1.82746  0.11

HOMO in eV: -16.1781
Total charge: +1
LUMO energy in eV: -2.95

Tell me which of them is the least stable. Sure, it is i.

--- i ---
Density functional theory data (wB97M-V/def2-TZVPD) for a cluster of 2 separate species, C4H10NO3 in total.

Each line ends with the Löwdin spin population.
Element x y z (Å)
O 3.10741 2.31775 1.34901  0.04
O -2.77275 -1.26147 -2.45087  0.00
O 1.00781 1.12067 0.51189  0.73
N -1.21370 -0.16328 1.12789  0.01
C 1.11733 -0.22308 0.26687  0.09
C -0.89760 -0.61221 -1.24902  0.01
C -2.40140 -0.79199 -1.40607  0.00
C -0.34066 -0.81890 0.17630  0.04
H -2.94776 -0.80924 -0.43040  0.00
H -0.33715 -1.94911 0.26681  0.00
H -0.55483 0.41417 -1.45887  0.00
H -0.49916 -1.39781 -1.96609  0.00
H 1.70300 -0.69935 1.06731  0.05
H 2.31267 1.77611 1.11281  0.01
H 3.17764 2.96884 0.63852  0.00
H -1.00729 0.81630 1.03602  0.00
H 1.62724 -0.30418 -0.69476  0.00
H -1.08079 -0.38323 2.10266  0.00

Multiplicity: 2
HOMO (alpha / beta) in eV: -9.6265 / -9.6421
<S²>: 0.755
LUMO energy (alpha / beta) in eV: 0.70 / -3.02

--- ii ---
Density functional theory data (wB97M-V/def2-TZVPD) for a cluster of 2 separate species, C4H10NO3 in total.

Each line ends with the Löwdin spin population.
Element x y z (Å)
O 2.84211 -0.64547 -0.55593  0.06
O 2.26110 0.98911 0.87820  0.60
O 0.83748 0.07415 2.93257  0.01
N -0.50647 -0.26789 -0.06265  0.06
C 0.62951 0.55873 -0.62535  0.15
C -1.71457 0.61700 -0.30040  0.01
C -0.75190 -1.53382 -0.81641  0.00
C 2.07233 0.20850 -0.05863  0.10
H -1.90139 1.19944 0.58633  0.00
H 1.25632 1.01847 2.72732  0.00
H -1.73610 -1.96716 -0.48419  0.00
H 0.85368 0.44422 -1.66888  0.02
H 0.77207 -0.20042 2.06336  0.00
H -2.51678 0.03866 -0.69577  0.00
H -1.86610 1.37320 -1.08899  0.00
H -0.93376 -1.23166 -1.89203  0.00
H 0.39420 1.53960 -0.26463  0.00
H 0.00828 -2.21465 -0.67391  0.00

Multiplicity: 2
HOMO (alpha / beta) in eV: -10.2143 / -10.1507
<S²>: 0.756
LUMO energy (alpha / beta) in eV: 0.62 / -3.55

Tell me which of them is the least stable. Sure, it is ii.

--- i ---
Density functional theory data (wB97M-V/def2-TZVPD) for a cluster of 2 separate species, C2H9NOS in total.

Each line ends with the Löwdin charge.
Element x y z (Å)
S -0.76898 -3.93668 0.56859  0.61
O -0.89887 1.78376 0.79693  -0.11
N 0.40238 3.76048 0.41488  0.02
C 0.58236 -3.60809 -0.57244  -0.52
C -0.03673 2.52794 -0.12612  -0.33
H 0.46366 -3.99588 -1.58881  0.03
H 1.56971 -3.91725 -0.24141  0.02
H 0.77522 1.80000 -0.15571  0.11
H 0.49058 -2.53799 -0.77255  0.01
H -1.26007 -5.13382 0.13569  -0.16
H -1.62552 2.34938 1.06071  0.06
H 1.05076 3.69531 1.18151  0.07
H -0.58203 2.62332 -1.06481  0.11
H -0.16247 4.58953 0.36353  0.07

HOMO in eV: -8.9589
SMILES: NCO.CS
LUMO energy in eV: 0.96

--- ii ---
Density functional theory data (wB97M-V/def2-TZVPD) for a structure of composition C2H9NOS.

Each line ends with the Löwdin charge.
Element x y z (Å)
S 1.89752 -0.64481 -1.36837  0.42
O -1.15664 1.57308 1.97284  -0.09
N -1.21390 -1.13021 -0.44420  -0.04
C -1.36136 0.25579 0.04911  -0.29
C -0.40633 0.62309 1.17074  -0.30
H 0.51613 1.07230 0.80209  0.08
H -0.57429 1.92304 2.65888  0.08
H -0.23898 -0.28641 1.76522  0.11
H -1.34110 0.96612 -0.78874  0.11
H -2.35274 0.27827 0.52657  0.12
H 3.12232 -1.05801 -1.01615  -0.25
H 1.25385 -0.80399 0.25934  0.05
H -0.26725 -1.27003 -0.81459  -0.08
H -1.81974 -1.22260 -1.25199  0.06

HOMO in eV: -9.4423
LUMO energy in eV: -0.16

Tell me which of them is the least stable. Sure, it is ii.

--- i ---
Density functional theory data (wB97M-V/def2-TZVPD) for the molecule C3H4P2.

Each line ends with the Löwdin charge.
Element x y z (Å)
P -2.30558 -0.88922 -0.00314  0.46
P -1.92349 1.24131 -0.20455  0.59
C -0.58071 0.27647 0.10798  -0.82
C 1.77521 0.48609 0.25977  0.07
C 0.64171 -0.26973 0.22100  -0.32
H -2.65558 -1.27106 -1.41294  -0.17
H 2.75321 0.23454 0.46246  0.03
H 0.70884 -1.31036 0.58581  0.10
H 1.58639 1.50196 -0.01638  0.06

HOMO in eV: -8.2611
SMILES: C=CC1=P#[PH]1
LUMO energy in eV: -0.86

--- ii ---
Density functional theory data (wB97M-V/def2-TZVPD) for a cluster of 2 separate species, C3H4P2 in total.

Each line ends with the Löwdin charge.
Element x y z (Å)
P 2.76673 -1.90040 -0.08416  0.05
P 2.80657 -0.01125 -0.27071  0.08
C -0.82627 0.28865 0.12388  -0.26
C -0.21247 1.33736 0.48611  -0.08
C -1.37349 -0.83437 -0.28490  -0.02
H -0.97379 -1.17601 -1.28754  0.08
H -0.57262 2.27723 0.01168  0.08
H -2.25686 -1.30834 0.21175  0.07
H 0.64220 1.32714 1.09390  0.00

HOMO in eV: -9.6766
LUMO energy in eV: -0.53

--- iii ---
Density functional theory data (wB97M-V/def2-TZVPD) for a cluster of 2 separate species, C3H4P2 in total.

Each line ends with the Löwdin charge.
Element x y z (Å)
P 0.43372 2.11061 -1.15023  0.71
P 1.66684 0.39484 1.06376  0.72
C 1.39123 0.84628 -0.58552  -1.08
C -2.28202 0.04318 -0.79883  -0.05
C -3.05570 -0.46501 -0.06148  -0.01
H 1.97127 0.15136 -1.11581  -0.06
H -3.92819 -0.80269 0.47560  0.02
H 2.45005 -0.73928 0.78909  -0.17
H -1.44065 0.44156 -1.34545  -0.08

HOMO (alpha / beta) in eV: -8.0232 / -7.9621
LUMO energy (alpha / beta) in eV: -1.89 / -1.99

--- iv ---
Density functional theory data (wB97M-V/def2-TZVPD) for the molecule C3H4P2.

Each line ends with the Löwdin charge.
Element x y z (Å)
P -2.22345 -0.87456 0.13159  0.54
P -1.64188 1.11481 -0.07036  0.55
C -0.36598 -1.06341 -0.16783  -0.57
C 0.08153 0.45710 -0.09983  -0.69
C 1.23275 1.04786 0.20582  -0.02
H 0.10434 -1.78174 0.51993  0.05
H -0.25489 -1.43909 -1.15536  0.03
H 1.98280 0.37635 0.46157  0.04
H 1.08478 2.16267 0.17447  0.07

HOMO in eV: -8.7474
LUMO energy in eV: -0.85

Tell me which of them is the least stable. Sure, it is iii.